[1]
C5H10Cl3P | the ωB97M-V functional and the def2-TZVPD basis

Geometry as ORCA input:
```
! wB97M-V def2-TZVPD RIJCOSX def2/J DEFGRID3
* xyz 0 3
C -1.242 1.101 0.904
C 1.623 -1.042 -1.723
C -0.884 -0.385 0.764
C 1.943 0.094 -0.740
C 0.458 -0.599 1.321
P 3.158 -0.278 0.495
Cl 0.907 -2.194 1.455
Cl 4.816 -0.117 -0.784
Cl 3.162 1.536 1.372
H -2.337 1.336 1.253
H -1.078 1.668 -0.017
H -0.668 1.681 1.558
H 1.765 -1.966 -1.207
H 0.437 -0.907 -1.988
H 2.020 -1.003 -2.726
H -0.987 -0.744 -0.373
H -1.488 -1.013 1.396
H 1.203 0.864 -0.475
H 1.043 0.098 1.852
*
```

Properties
largest force on an atom	4.485	eV Å⁻¹
E	-52199.9650	eV
LUMO level (alpha / beta)	0.0280 / -0.0539	Ha

Here are the Löwdin charges for atoms 1 to 5, given in e: C -0.1179; C -0.1731; C -0.3320; C -0.4887; C -0.7438

***

[2]
C30H41N3O3Tl | the ωB97M-V functional and the def2-TZVPD basis

Geometry as ORCA input:
```
! wB97M-V def2-TZVPD RIJCOSX def2/J DEFGRID3
* xyz 1 1
C -6.775 -3.708 -3.516
C -7.056 -4.970 -3.098
H -7.012 -3.422 -4.540
H -6.453 -2.962 -2.807
C -6.586 -5.449 -1.816
C -5.746 -4.709 -1.038
H -5.337 -3.762 -1.354
H -5.423 -5.127 -0.083
C -7.919 -5.859 -3.970
H -8.160 -5.326 -4.896
H -8.871 -6.118 -3.486
H -7.429 -6.801 -4.247
C -7.047 -6.805 -1.329
H -6.811 -7.613 -2.031
H -8.132 -6.840 -1.160
H -6.556 -7.039 -0.381
Tl 0.380 -1.182 -0.228
O -2.211 -0.738 -0.716
C -3.239 -1.038 -0.087
O -1.098 -0.221 1.694
C -2.292 -0.149 1.988
O -2.729 0.418 3.118
N -3.371 -0.664 1.262
C -4.164 0.166 3.261
C -4.631 -0.484 1.988
H -4.659 1.124 3.438
H -4.291 -0.502 4.119
H -5.328 0.144 1.422
H -5.110 -1.445 2.174
C -4.335 -1.777 -0.698
C -4.319 -1.869 -2.050
H -5.104 -2.167 -0.025
H -3.393 -1.643 -2.579
H -5.206 -2.071 -2.627
C 4.193 3.613 4.384
C 4.523 2.114 4.384
C 5.978 1.938 3.930
C 4.366 1.562 5.804
C 3.592 1.392 3.398
C 2.715 0.372 3.788
C 1.899 -0.228 2.815
N 1.978 0.074 1.511
C 2.768 1.101 1.125
C 3.601 1.770 2.049
C 2.670 1.522 -0.303
C 3.693 2.261 -0.944
C 3.554 2.609 -2.294
C 2.345 2.293 -2.930
C 1.373 1.571 -2.229
N 1.549 1.161 -0.960
C 4.668 3.260 -3.129
C 5.065 2.310 -4.272
C 4.164 4.582 -3.728
C 5.908 3.541 -2.278
H 4.847 4.145 5.087
H 3.152 3.781 4.690
H 4.330 4.054 3.391
H 6.657 2.446 4.626
H 6.246 0.876 3.904
H 6.137 2.358 2.931
H 3.339 1.692 6.162
H 4.620 0.496 5.835
H 5.037 2.092 6.490
H 2.629 0.027 4.822
H 1.149 -0.971 3.100
H 4.206 2.602 1.681
H 4.581 2.506 -0.359
H 2.150 2.577 -3.966
H 0.427 1.304 -2.708
H 4.218 2.097 -4.933
H 5.871 2.748 -4.877
H 5.422 1.356 -3.862
H 3.878 5.272 -2.925
H 4.953 5.058 -4.324
H 3.295 4.427 -4.376
H 5.669 4.234 -1.463
H 6.306 2.612 -1.854
H 6.691 3.999 -2.896
*
```

Properties
largest force on an atom	2.374	eV Å⁻¹
E	-47076.1634	eV
LUMO level	-0.1081	Ha
relative energy (zero: lowest compared OMol25 entry of this formula, charge and spin)	0.0000	eV

Here are the Löwdin charges for atoms 1 to 5, given in e: C 0.0602; C -0.3125; H 0.0734; H 0.0201; C -0.3102

***

[3]
C19H31N2PPb | the ωB97M-V functional and the def2-TZVPD basis

Geometry as ORCA input:
```
! wB97M-V def2-TZVPD RIJCOSX def2/J DEFGRID3
* xyz 2 1
C -2.877 -2.408 -0.561
C -1.539 -2.647 -0.865
C -0.580 -1.636 -0.700
C -0.967 -0.379 -0.227
C -2.320 -0.131 0.060
C -3.268 -1.159 -0.061
C 0.832 -2.035 -1.033
C 1.810 -1.009 -1.630
N 1.298 0.000 -2.529
Pb 0.638 1.101 0.376
C -2.824 1.200 0.570
P -1.792 2.661 0.055
H -1.158 -3.600 -1.257
H -4.291 -0.952 0.287
H -3.610 -3.202 -0.729
H -2.812 1.218 1.681
H -3.851 1.412 0.210
H 1.317 -2.414 -0.117
H 0.779 -2.889 -1.732
H 2.361 -0.509 -0.793
C -2.649 4.014 0.930
C -2.343 2.859 -1.678
H 2.633 -1.547 -2.132
C -0.007 -0.110 -3.179
C 2.303 0.579 -3.418
H 2.304 3.717 2.285
H 0.104 0.126 -4.250
H -0.469 -1.103 -3.092
H -0.711 0.632 -2.767
H 1.989 0.511 -4.473
H 2.468 1.646 -3.198
H 3.269 0.070 -3.326
H -3.388 3.214 -1.733
H -1.686 3.594 -2.174
H -2.268 1.911 -2.234
H -3.708 4.086 0.644
H -2.576 3.831 2.013
H -2.133 4.958 0.694
H 2.669 3.872 1.628
C 3.812 -0.061 1.567
C 2.765 -0.925 2.141
C 2.954 -2.043 2.987
C 1.676 -2.470 3.380
C 0.743 -1.600 2.757
C -0.717 -1.596 2.940
N 1.423 -0.683 1.998
H 3.651 1.010 1.770
H 3.996 -0.223 0.486
H 4.750 -0.335 2.061
H 3.928 -2.430 3.270
H 1.389 -3.269 4.046
H -0.939 -2.189 3.838
H -1.120 -0.583 3.105
H -1.259 -2.085 2.112
*
```

Properties
largest force on an atom	4.837	eV Å⁻¹
E	-37702.8381	eV
LUMO level (alpha / beta)	-0.4005 / -0.4008	Ha

Here are the Löwdin charges for atoms 1 to 5, given in e: C -0.0362; C -0.0384; C -0.3244; C -0.3209; C -0.3422

***

[4]
C44H39AsClI2LuN6O | the ωB97M-V functional and the def2-TZVPD basis

Geometry as ORCA input:
```
! wB97M-V def2-TZVPD RIJCOSX def2/J DEFGRID3
* xyz 0 1
Lu -0.248 0.514 0.050
C -0.466 -0.096 -2.482
N 0.639 -0.400 -1.599
C 1.841 0.396 -1.791
C 1.829 1.740 -1.114
N 0.820 2.403 -0.578
C 1.342 3.568 -0.083
C 0.708 4.622 0.589
C 1.479 5.716 1.001
C 2.853 5.758 0.747
C 3.503 4.715 0.075
C 2.708 3.637 -0.322
N 2.992 2.469 -0.981
C -1.753 0.258 -1.780
N -2.033 1.336 -1.060
C -3.386 1.314 -0.853
C -4.208 2.243 -0.198
C -5.590 2.017 -0.173
C -6.140 0.886 -0.781
C -5.333 -0.060 -1.426
C -3.960 0.193 -1.438
N -2.896 -0.485 -1.976
H -0.229 0.744 -3.149
H -0.625 -0.957 -3.143
H 0.876 -1.520 -1.261
H 2.677 -0.173 -1.366
H 2.071 0.513 -2.857
H -0.358 4.572 0.779
H 0.999 6.538 1.525
H 3.429 6.620 1.078
H 4.568 4.749 -0.121
H 3.903 2.184 -1.303
H -3.768 3.122 0.258
H -6.238 2.737 0.320
H -7.218 0.739 -0.756
H -5.762 -0.935 -1.901
H -2.953 -1.341 -2.506
Cl 1.635 5.536 4.577
C 1.591 4.265 3.392
C 2.809 3.848 2.885
C 2.836 2.832 1.931
I 4.798 2.302 1.249
C 1.668 2.187 1.437
O 1.717 1.253 0.557
C 0.430 2.645 1.983
N -0.728 2.079 1.562
C -1.911 2.485 2.054
C -2.043 3.476 2.995
C -0.880 4.077 3.449
C 0.387 3.680 2.957
H 3.729 4.307 3.228
H -2.772 1.965 1.648
H -3.016 3.772 3.364
H -0.968 4.863 4.193
I -2.801 0.521 1.325
C -3.721 -1.098 0.482
C -5.008 -1.526 0.779
C -5.515 -2.653 0.125
C -4.734 -3.339 -0.815
C -3.431 -2.902 -1.112
C -2.583 -3.530 -2.038
C -1.299 -3.024 -2.270
C -0.851 -1.891 -1.583
C -1.678 -1.254 -0.660
C -2.946 -1.765 -0.439
H -5.619 -0.999 1.506
H -6.521 -2.999 0.347
H -5.147 -4.214 -1.312
H -2.915 -4.411 -2.581
H -0.646 -3.514 -2.988
H 0.146 -1.500 -1.764
C 0.592 -3.397 0.506
As 1.483 -1.714 -0.014
C 2.626 -1.598 1.591
C 2.716 -2.485 -1.384
C 3.465 -3.726 -0.967
C 4.516 -3.658 -0.038
C 5.208 -4.814 0.336
C 4.862 -6.047 -0.221
C 3.829 -6.125 -1.157
C 3.135 -4.971 -1.533
H 1.340 -4.165 0.789
H -0.015 -3.771 -0.344
H -0.073 -3.205 1.373
H 3.038 -2.587 1.867
H 2.005 -1.245 2.440
H 3.443 -0.868 1.416
H 3.437 -1.714 -1.729
H 2.055 -2.722 -2.245
H 4.811 -2.710 0.391
H 6.014 -4.752 1.054
H 5.398 -6.942 0.069
H 3.565 -7.080 -1.593
H 2.337 -5.051 -2.261
H 0.127 -0.460 1.768
*
```

Properties
largest force on an atom	15.559	eV Å⁻¹
E	-180402.8098	eV
LUMO level	-0.0156	Ha
relative energy (zero: lowest compared OMol25 entry of this formula, charge and spin)	0.0000	eV

Here are the Löwdin charges for atoms 1 to 5, given in e: Lu 1.2676; C -0.1359; N -0.4483; C -0.1107; C -0.3337

***

[5]
C6H13MnO3 | the ωB97M-V functional and the def2-TZVPD basis

Geometry as ORCA input:
```
! wB97M-V def2-TZVPD RIJCOSX def2/J DEFGRID3
* xyz 0 7
C -0.289 -1.131 3.191
O -0.279 -0.421 1.978
C -0.537 1.022 2.096
C -1.056 1.496 0.815
O -0.171 1.327 -0.372
C -0.816 1.139 -1.615
C 0.069 0.261 -2.470
O 0.368 -0.915 -1.723
C 1.030 -1.918 -2.478
Mn 0.846 -0.459 0.289
H -0.066 -2.186 2.980
H 0.472 -0.733 3.882
H -1.283 -1.049 3.658
H 0.441 1.491 2.334
H -1.337 2.558 0.847
H -0.973 2.103 -2.123
H -1.797 0.657 -1.476
H 1.013 0.772 -2.721
H -0.451 -0.008 -3.401
H 1.351 -2.718 -1.802
H 0.329 -2.345 -3.208
H 1.915 -1.498 -2.979
H -2.058 0.905 0.991
*
```

Properties
largest force on an atom	3.935	eV Å⁻¹
E	-43889.6448	eV
LUMO level (alpha / beta)	0.0232 / 0.0119	Ha
relative energy (zero: lowest compared OMol25 entry of this formula, charge and spin)	1.9386	eV

Here are the Löwdin charges for atoms 1 to 5, given in e: C -0.1311; O -0.4856; C -0.2555; C -0.2771; O -0.2642

***

[6]
C42H29N3O7S | the ωB97M-V functional and the def2-TZVPD basis

Geometry as ORCA input:
```
! wB97M-V def2-TZVPD RIJCOSX def2/J DEFGRID3
* xyz 0 1
O 4.947 -0.427 0.366
C 3.769 -0.567 0.569
C 2.778 -0.937 -0.564
C 2.991 -1.324 -1.941
C 1.816 -1.604 -2.762
C 0.460 -1.495 -2.199
C 0.242 -1.144 -0.792
C 1.425 -0.873 -0.009
C 1.610 -0.475 1.475
O 0.679 -0.233 2.200
N 3.008 -0.502 1.770
C 3.404 0.471 2.818
C 4.830 0.247 3.429
C 4.976 -1.053 4.302
C 4.865 -2.409 3.501
S 3.655 -3.626 4.180
C 2.111 -2.798 4.555
N 0.849 -3.042 4.089
N -0.005 -2.192 4.688
C 0.674 -1.395 5.536
O 1.981 -1.770 5.449
H 4.031 -1.388 -2.321
H 1.944 -1.885 -3.835
H -0.429 -1.684 -2.844
H -0.768 -1.070 -0.330
H 2.608 0.447 3.615
H 3.378 1.527 2.418
H 5.664 0.285 2.684
H 5.009 1.118 4.125
H 4.283 -0.980 5.181
H 6.013 -1.024 4.746
H 4.641 -2.295 2.416
H 5.867 -2.920 3.557
H 0.347 -0.574 6.196
O 0.971 5.770 3.728
C 1.071 5.917 2.525
C 0.828 4.781 1.601
C 0.460 3.542 2.119
C 0.193 2.483 1.262
C 0.290 2.660 -0.116
C 0.673 3.889 -0.636
C 0.949 4.951 0.221
C 1.375 6.255 -0.345
O 1.532 6.388 -1.543
C 1.598 7.396 0.577
C 1.963 8.636 0.059
C 2.142 9.717 0.908
C 1.957 9.566 2.280
C 1.608 8.329 2.802
C 1.432 7.239 1.954
H 0.379 3.402 3.190
H -0.097 1.518 1.668
H 0.069 1.836 -0.786
H 0.752 4.020 -1.708
H 2.103 8.759 -1.008
H 2.423 10.682 0.502
H 2.089 10.414 2.942
H 1.468 8.216 3.871
O -7.397 -5.837 -4.073
C -6.339 -5.248 -3.976
C -6.073 -4.033 -4.788
C -7.055 -3.557 -5.652
C -6.831 -2.402 -6.386
C -5.627 -1.716 -6.260
C -4.639 -2.196 -5.413
C -4.856 -3.359 -4.680
C -3.785 -3.875 -3.790
O -2.704 -3.318 -3.736
C -4.057 -5.076 -2.964
C -3.075 -5.549 -2.098
C -3.331 -6.652 -1.296
C -4.569 -7.285 -1.355
C -5.545 -6.825 -2.226
C -5.292 -5.723 -3.037
H -7.996 -4.085 -5.749
H -7.599 -2.030 -7.055
H -5.458 -0.806 -6.824
H -3.700 -1.662 -5.322
H -2.112 -5.056 -2.045
H -2.566 -7.016 -0.620
H -4.770 -8.141 -0.721
H -6.506 -7.324 -2.270
*
```

Properties
largest force on an atom	4.029	eV Å⁻¹
E	-73661.7688	eV
SMILES	O=C1c2ccccc2C(=O)N1CCCCSc1nnco1.O=C1c2ccccc2C(=O)c2ccccc21.O=C1c2ccccc2C(=O)c2ccccc21
LUMO level	-0.0394	Ha

Here are the Löwdin charges for atoms 1 to 5, given in e: O 0.1220; C -0.3538; C -0.0471; C 0.0025; C -0.0465

***

[7]
C6H11AgCl2F2N3O4S2 | the ωB97M-V functional and the def2-TZVPD basis

Geometry as ORCA input:
```
! wB97M-V def2-TZVPD RIJCOSX def2/J DEFGRID3
* xyz -1 1
Ag 16.377 6.983 -22.868
C 16.438 3.517 -22.033
C 15.464 3.186 -23.126
N 14.154 2.800 -22.614
C 13.533 3.431 -21.563
C 12.432 2.712 -21.285
N 12.388 1.659 -22.175
C 13.469 1.724 -22.938
C 11.323 0.674 -22.274
H 16.455 2.766 -21.231
H 16.227 4.431 -21.473
H 17.460 3.601 -22.389
H 15.877 2.393 -23.750
H 15.391 4.057 -23.779
H 13.876 4.366 -21.132
H 11.613 2.884 -20.611
H 13.743 1.043 -23.725
H 11.153 0.203 -21.308
H 11.575 -0.128 -22.962
H 10.431 1.199 -22.610
Cl 13.988 6.518 -21.847
Cl 17.495 9.075 -21.420
N 17.727 5.656 -24.106
S 18.080 4.997 -25.518
O 18.410 3.608 -25.512
O 18.711 5.883 -26.429
F 16.531 4.889 -25.991
S 19.222 5.525 -23.363
O 20.186 6.552 -23.540
O 19.690 4.190 -23.185
F 18.625 5.877 -21.922
*
```

Properties
largest force on an atom	3.648	eV Å⁻¹
E	-75212.2919	eV
LUMO level	0.0486	Ha

Here are the Löwdin charges for atoms 1 to 5, given in e: Ag 0.4085; C -0.0927; C -0.1689; N -0.0165; C -0.0614

***

[8]
H8O4 | the ωB97M-V functional and the def2-TZVPD basis

Geometry as ORCA input:
```
! wB97M-V def2-TZVPD RIJCOSX def2/J DEFGRID3
* xyz 0 1
O -1.385 0.213 3.853
H -1.561 0.852 4.540
H -1.968 -0.548 3.784
O -0.144 0.435 1.248
H -0.917 0.032 1.582
H -0.012 1.192 1.821
O 1.803 -0.172 -4.587
H 1.126 -0.842 -4.557
H 1.713 0.366 -3.804
O 0.428 -0.442 -1.655
H 0.919 -1.166 -1.268
H -0.002 0.081 -0.957
*
```

Properties
largest force on an atom	1.768	eV Å⁻¹
E	-8319.7074	eV
SMILES	O.O.O.O
LUMO level	0.0119	Ha
relative energy (zero: lowest compared OMol25 entry of this formula, charge and spin)	0.9686	eV

Here are the Löwdin charges for atoms 1 to 5, given in e: O -0.0437; H 0.0429; H 0.0488; O -0.0358; H -0.0043

***

[9]
C34H57N3O2SSiSn | the ωB97M-V functional and the def2-TZVPD basis

Geometry as ORCA input:
```
! wB97M-V def2-TZVPD RIJCOSX def2/J DEFGRID3
* xyz 0 1
O 0.845 -0.714 -3.144
O 4.046 -0.896 -3.382
C 0.443 -1.977 -3.942
C -0.937 -1.790 -4.505
H 0.548 -2.795 -3.222
H 1.238 -2.056 -4.682
H -1.684 -1.649 -3.720
H -1.227 -2.689 -5.059
H -0.968 -0.941 -5.196
C 1.030 0.575 -3.923
C 1.626 0.226 -5.249
H 1.697 1.175 -3.304
H 0.037 1.029 -3.997
H 2.576 -0.313 -5.131
H 1.843 1.153 -5.791
H 0.943 -0.364 -5.868
C 4.739 0.225 -2.823
C 4.688 -2.167 -3.412
C 5.087 1.227 -3.903
H 5.637 -0.108 -2.276
H 4.045 0.689 -2.103
H 5.793 0.804 -4.624
H 5.556 2.100 -3.442
H 4.192 1.559 -4.441
C 5.619 -2.328 -4.598
H 3.869 -2.896 -3.478
H 5.230 -2.346 -2.467
H 5.121 -2.072 -5.540
H 5.933 -3.372 -4.653
H 6.512 -1.708 -4.492
H 0.381 -0.667 -2.231
N -1.642 -1.072 1.039
C -1.594 -1.351 2.353
C -0.553 -0.966 3.202
C 0.434 0.001 3.019
C -2.728 -2.149 2.926
H -2.808 -3.143 2.464
H -3.691 -1.635 2.802
H -2.561 -2.291 3.997
C 1.389 0.281 4.145
H 1.161 1.233 4.647
H 2.432 0.324 3.799
H 1.316 -0.512 4.897
N 0.531 0.770 1.914
C -2.740 -1.534 0.223
C -2.584 -2.688 -0.576
C -1.372 -3.566 -0.494
C -3.597 -3.028 -1.471
H -3.461 -3.903 -2.113
C -4.771 -2.283 -1.542
H -5.560 -2.568 -2.242
C -4.941 -1.177 -0.713
H -5.862 -0.590 -0.744
C -3.940 -0.794 0.175
C -4.188 0.411 1.029
C 1.104 2.080 1.988
C 2.359 2.346 1.407
C 3.213 1.240 0.871
C 2.829 3.658 1.384
H 3.780 3.862 0.888
C 2.109 4.685 1.989
H 2.496 5.703 1.979
C 0.896 4.408 2.621
H 0.328 5.192 3.116
C 0.380 3.110 2.620
C -0.943 2.845 3.281
Sn 0.045 -0.191 0.036
H -0.892 -3.661 -1.482
H -1.653 -4.590 -0.196
H -0.627 -3.211 0.223
H -3.400 0.586 1.764
H -5.141 0.295 1.571
H -4.273 1.317 0.409
H 3.984 1.656 0.204
H 2.653 0.490 0.289
H 3.742 0.697 1.674
H -1.606 2.218 2.668
H -1.463 3.800 3.440
H -0.820 2.368 4.267
H -0.575 -1.424 4.191
C 1.593 -1.682 -0.694
Si 2.462 -2.911 0.437
H 1.141 -2.313 -1.463
H 2.378 -1.076 -1.179
C 2.703 -4.491 -0.556
C 1.568 -3.397 1.998
C 4.142 -2.259 0.926
H 4.638 -1.730 0.102
H 4.769 -3.119 1.207
H 4.078 -1.588 1.792
H 1.754 -4.857 -0.972
H 3.102 -5.267 0.113
H 3.411 -4.344 -1.384
H 0.496 -3.584 1.874
H 1.695 -2.650 2.790
H 2.026 -4.336 2.346
S -2.598 3.621 -0.005
C -1.666 2.441 -0.485
N -0.958 1.518 -0.831
*
```

Properties
largest force on an atom	5.507	eV Å⁻¹
E	-69288.8383	eV
LUMO level (alpha / beta)	0.0126 / 0.0126	Ha
relative energy (zero: lowest compared OMol25 entry of this formula, charge and spin)	3.7391	eV

Here are the Löwdin charges for atoms 1 to 5, given in e: O -0.1732; O -0.2136; C -0.1235; C -0.0520; H 0.1050